[1]
Here is a gas-phase ion, C4H10N3 (charge +1) at a distorted geometry from OMol25. Energies are from ωB97M-V/def2-TZVPD.

Calculated values
Highest occupied orbital energy (eV): -13.28
Energy relative to the best compared isomer or geometry (same formula, charge and spin) (kJ/mol): 375.9
SMILES string: C[C@@]1(N)C=C[NH2+]N1
Molar mass (u): 100.14
Frontier orbital gap (eV): 9.8
Net charge: +1
Calculated total energy (eV): -8770.703

Each line ends with the Löwdin charge.
Positions of all 17 atoms, in Å:
C 0.35762 1.27503 -0.23821  0.095
C 1.65269 0.85886 0.02582  0.044
C -0.52029 0.07214 -0.06546  -0.532
C -1.81536 0.12708 0.80323  0.026
N 0.38042 -1.04833 0.44988  0.078
N -0.71052 -0.40012 -1.41644  0.059
N 1.73790 -0.60131 0.19546  0.109
H 0.14210 2.22856 -0.47675  0.096
H 2.50073 1.39663 0.11703  0.091
H -2.23376 1.05047 0.61710  0.056
H -1.46778 -0.00007 1.77723  0.056
H -2.56224 -0.69194 0.39136  0.145
H 0.10080 -1.31037 1.37270  0.127
H -0.88802 0.25357 -2.20680  0.116
H -1.18475 -1.27169 -1.60276  0.092
H 2.18299 -0.91184 -0.61011  0.160
H 2.32747 -1.02668 0.86669  0.181

[2]
Here is a molecular structure, C48H60Cl2N9OPbS from OMol25. Energies are from ωB97M-V/def2-TZVPD.

Calculated values
Highest occupied orbital energy (eV): -8.90
Energy relative to the best compared isomer or geometry (same formula, charge and spin) (kJ/mol): 36.2
Molar mass (u): 1089.24
Frontier orbital gap (eV): 5.2
Net charge: +1
Calculated total energy (eV): -107334.807

Each line ends with the Löwdin charge.
Positions of all 122 atoms, in Å:
Pb -0.66644 -0.02867 -0.51057  1.367
C 4.57630 -3.98400 0.89838  -0.075
C 3.60673 -4.20412 -0.27336  -0.178
C 2.92325 -2.93806 -0.68054  -0.116
C 3.18474 -2.15025 -1.76437  -0.115
C 4.19114 -2.37869 -2.85190  -0.179
C 5.60715 -1.94355 -2.45007  -0.070
C 2.27306 -1.02907 -1.66787  -0.259
N 1.49699 -1.11345 -0.61965  0.021
C 1.84052 -2.29535 0.04343  -0.220
C 1.17599 -2.79366 1.11904  0.095
C 0.09748 -2.20725 1.86468  -0.229
C -0.55711 -2.81832 2.98950  -0.130
C -0.32564 -4.22011 3.47633  -0.188
C 0.88051 -4.33555 4.41961  -0.078
C -1.43193 -1.87529 3.48240  -0.140
C -1.28403 -0.71538 2.64724  -0.241
C -1.87883 0.53738 2.86470  0.103
C -1.66115 1.72910 2.18458  -0.240
N -0.87563 1.84492 1.07047  0.019
C -0.81155 3.14098 0.77057  -0.206
C 0.04023 3.70104 -0.25089  0.108
C 0.88762 3.06738 -1.09880  -0.215
N 0.94353 1.68347 -1.27187  0.013
C 1.84075 1.44984 -2.18586  -0.239
C 2.10164 0.05724 -2.70211  -0.367
C 2.45743 2.67669 -2.67457  -0.112
C 1.86140 3.69299 -1.98843  -0.114
C 2.21186 5.14868 -1.99689  -0.175
C 3.11913 5.51099 -0.80807  -0.070
C 3.57142 2.74972 -3.67675  -0.176
C 4.94809 2.55487 -3.02222  -0.063
C -1.60845 3.92228 1.68905  -0.128
C -2.15150 3.03023 2.57835  -0.125
C -3.02770 3.31202 3.76108  -0.189
C -2.22303 3.60868 5.03481  -0.072
C -1.75380 5.41663 1.65670  -0.185
C -0.59506 6.13763 2.36302  -0.076
N -0.37796 -0.97062 1.65873  0.005
C -2.35216 -1.98578 4.66208  -0.192
C -1.69718 -1.49489 5.96133  -0.073
H 5.08683 -4.91198 1.15714  0.076
H 4.04590 -3.61990 1.78003  0.068
H 5.33015 -3.24031 0.63496  0.071
H 2.85842 -4.94852 0.01126  0.112
H 4.15882 -4.60554 -1.12491  0.108
H 3.88739 -1.84021 -3.75264  0.085
H 4.20293 -3.43974 -3.10731  0.113
H 5.61627 -0.90430 -2.11169  0.068
H 6.29370 -2.03234 -3.29412  0.076
H 5.98388 -2.56586 -1.63585  0.066
H 1.50792 -3.76473 1.47324  0.116
H -0.18031 -4.87831 2.61526  0.106
H -1.21914 -4.56794 3.99830  0.105
H 1.79121 -3.96213 3.94412  0.067
H 1.04568 -5.37481 4.71257  0.075
H 0.71676 -3.74857 5.32539  0.066
H -2.53105 0.60262 3.73036  0.117
H 0.04226 4.78534 -0.30996  0.115
H 2.91863 0.04489 -3.41662  0.067
H 1.29993 5.74947 -1.95307  0.111
H 2.72432 5.39493 -2.92712  0.107
H 2.63931 5.25202 0.13738  0.068
H 3.34799 6.57818 -0.80590  0.077
H 4.05752 4.95796 -0.86635  0.067
H 3.54119 3.71573 -4.18259  0.112
H 3.42939 1.98297 -4.44024  0.077
H 5.14935 3.35204 -2.30539  0.067
H 5.74053 2.55886 -3.77368  0.079
H 4.98792 1.60355 -2.48317  0.065
H -3.68356 2.45820 3.94745  0.097
H -3.66868 4.16762 3.53749  0.109
H -1.57240 2.76849 5.28844  0.074
H -2.89056 3.79723 5.87805  0.076
H -1.59479 4.48868 4.89696  0.061
H -2.69418 5.69569 2.13435  0.107
H -1.80585 5.75419 0.61887  0.107
H -0.55201 5.85696 3.41537  0.062
H -0.71759 7.22109 2.30402  0.076
H 0.36372 5.87358 1.90928  0.065
H -2.64952 -3.02848 4.79023  0.106
H -3.25977 -1.40854 4.47036  0.101
H -0.79806 -2.07464 6.17519  0.066
H -2.38025 -1.60166 6.80619  0.076
H -1.40632 -0.44496 5.88085  0.070
Cl -1.68274 1.76843 -3.49574  0.714
C -0.52252 1.79083 -4.77648  -0.648
C -0.64019 2.78911 -5.72882  -0.100
C 0.24693 2.83948 -6.78805  -0.057
C 1.26098 1.90393 -6.89915  -0.103
C 1.37459 0.90922 -5.94300  -0.656
Cl 2.65062 -0.24903 -6.15019  0.723
C 0.48651 0.82243 -4.85634  -0.543
S 0.60235 -0.50216 -3.67680  0.937
H -1.43535 3.51788 -5.63738  0.110
H 0.14345 3.61238 -7.53879  0.116
H 1.95735 1.92855 -7.72645  0.110
N -1.66875 -7.18704 -1.90477  0.174
C -1.76187 -5.85307 -2.02879  -0.507
N -2.65357 -5.35724 -2.90968  0.187
N -0.99734 -5.10557 -1.27570  0.113
C -1.10158 -3.79580 -1.28913  -0.325
N -1.15323 -2.63529 -1.23227  0.102
H -2.17688 -7.81047 -2.50266  0.111
H -0.98732 -7.55971 -1.26906  0.116
H -3.19736 -5.94605 -3.51250  0.112
H -2.71707 -4.36028 -3.02800  0.108
C -6.11906 -1.43619 1.81163  -0.044
N -4.86139 -1.27703 1.08942  -0.135
C -4.02322 -2.46034 0.93539  -0.030
C -4.47375 -0.09717 0.54631  -0.499
C -5.35704 1.10116 0.80511  0.016
O -3.44018 0.01432 -0.11289  -0.106
H -6.26343 -2.49229 2.02132  0.089
H -6.96938 -1.09375 1.22298  0.087
H -6.11718 -0.89604 2.76093  0.091
H -4.50938 -3.19584 0.28905  0.095
H -3.83596 -2.91477 1.90987  0.089
H -3.07883 -2.17186 0.48808  0.046
H -5.34751 1.35430 1.86931  0.085
H -6.39119 0.91919 0.51090  0.081
H -4.96117 1.93827 0.23851  0.088

[3]
Here is a molecular structure, C24H23Cl3N5OPdS from OMol25. Energies are from ωB97M-V/def2-TZVPD.

Calculated values
Highest occupied orbital energy (alpha / beta) (eV): -10.89 / -11.32
Molar mass (u): 642.33
Frontier orbital gap (alpha / beta) (eV): 7.7 / 7.1
Net charge: +1
Calculated total energy (eV): -86636.580
Spin multiplicity: 3
⟨S²⟩: 2.006

Each line ends with the Löwdin charge.
Positions of all 58 atoms, in Å:
Pd 1.24220 -0.16625 -1.68917  0.828
C 0.09716 -3.79094 -4.04976  -0.029
C 0.26321 -4.80918 -3.12762  -0.026
C 0.74046 -4.50702 -1.86258  0.010
C 1.03857 -3.18958 -1.54721  -0.196
N 0.87455 -2.21129 -2.44944  0.017
C 0.41669 -2.50117 -3.66530  -0.102
C 1.56912 -2.78231 -0.21559  -0.199
C 1.66757 -3.65559 0.85583  0.010
C 2.17281 -3.19387 2.06059  -0.021
C 2.58422 -1.87727 2.16368  -0.022
C 2.45203 -1.05989 1.05569  -0.109
N 1.94925 -1.50304 -0.09420  0.020
H -0.26862 -3.98355 -5.04772  0.117
H 0.02817 -5.83231 -3.38797  0.121
H 0.88476 -5.29562 -1.14023  0.112
H 0.30501 -1.66481 -4.34260  0.098
H 1.34118 -4.68040 0.76813  0.113
H 2.24127 -3.86064 2.90947  0.122
H 2.98775 -1.47920 3.08329  0.119
H 2.73671 -0.01555 1.07579  0.093
C 0.58752 5.34029 -0.61225  -0.074
C 1.27596 4.57018 0.50254  -0.237
N 0.50405 3.41095 0.96348  -0.109
C -0.47214 3.63258 2.04152  -0.183
C -1.91743 3.63443 1.56728  -0.077
C 0.66450 2.18905 0.45826  -0.691
S 1.81158 1.98262 -0.83604  0.680
N -0.00436 1.20678 1.08348  0.112
C -0.53914 0.14736 0.52440  -0.470
O -0.65313 -0.07425 -0.72788  -0.150
C -1.08566 -0.89165 1.44817  -0.150
C -0.95884 -0.76729 2.82986  -0.026
C -1.42449 -1.77047 3.66388  -0.070
C -2.02842 -2.89962 3.12438  -0.074
C -2.17008 -3.02161 1.74885  -0.071
C -1.69760 -2.02211 0.91256  -0.029
H 1.20233 6.19118 -0.90616  0.085
H -0.38352 5.72041 -0.29350  0.073
H 0.44505 4.70390 -1.48477  0.033
H 1.42801 5.20944 1.37189  0.120
H 2.25738 4.22783 0.18178  0.074
H -0.22196 4.59182 2.49139  0.119
H -0.32627 2.85838 2.79345  0.113
H -2.08801 4.40566 0.81553  0.056
H -2.57920 3.83479 2.41010  0.084
H -2.18859 2.66337 1.15296  0.056
H -0.49208 0.11855 3.23771  0.107
H -1.32654 -1.66927 4.73672  0.107
H -2.39867 -3.67877 3.77805  0.107
H -2.65572 -3.89345 1.32959  0.106
H -1.80842 -2.09808 -0.16120  0.113
Cl -3.01395 2.02386 -4.49513  0.661
C -1.63902 2.65059 -3.58672  -1.605
Cl -1.00347 4.11514 -4.33674  0.661
Cl -2.08012 2.95117 -1.90181  0.678
C -0.58134 1.63338 -3.59071  -0.356
N 0.23771 0.83233 -3.58803  0.149

[4]
Here is 2 unconnected molecules or ions with the total composition H3NOP at a distorted geometry from OMol25. Energies are from ωB97M-V/def2-TZVPD.

Calculated values
Highest occupied orbital energy (alpha / beta) (eV): -2.42 / -2.42
Energy relative to the best compared isomer or geometry (same formula, charge and spin) (kJ/mol): 516.1
Molar mass (u): 64.00
Frontier orbital gap (alpha / beta) (eV): 7.6 / 7.6
Net charge: -1
Calculated total energy (eV): -12870.735

Each line ends with the Löwdin charge.
Positions of all 6 atoms, in Å:
N -0.27996 0.79889 0.46215  -0.644
O -0.37723 1.80765 -0.30947  -0.401
P 0.26527 -0.47868 -0.48982  0.408
H 1.28737 0.34777 1.11032  -0.048
H -1.08309 -0.76488 -1.13220  -0.161
H 0.18765 -1.71075 0.35901  -0.154

Among the records above, which one has the highest calculated total energy?
C4H10N3

Look up the molar mass of the first one.
100.14 u

net charge of number 3 (C24H23Cl3N5OPdS)?
+1